# 1
Formula: C29H62CuN3O4
Source: OMol25
Level of theory: the ωB97M-V functional and the def2-TZVPD basis

XYZ file:
```
99
Properties=species:S:1:pos:R:3:forces:R:3
Cu -1.2505 -0.2644 -0.1713 -0.252 0.205 1.245
C -3.4522 0.7545 4.0396 -0.501 -0.780 -0.819
C -2.1030 0.2164 3.4905 0.433 0.210 -1.082
O -2.0113 -0.4355 2.2316 -0.546 -0.199 -0.258
H -3.8316 1.5324 3.3770 -0.153 0.018 -0.016
H -3.4742 1.1294 5.0628 0.841 0.282 0.046
H -4.1994 -0.0360 4.1109 -0.110 -0.247 -0.473
H -1.6625 -0.3900 4.2819 0.263 -0.288 0.184
H -1.4975 1.1147 3.3699 0.512 0.569 0.582
C 0.6729 4.1356 2.8219 -0.028 0.511 0.649
C 1.2578 3.8106 1.4583 0.680 0.375 0.191
C 2.6475 4.4902 1.2727 0.878 -0.805 1.006
C 3.7588 3.9815 2.2467 -1.995 -0.392 1.064
C 3.8619 2.4719 2.0418 0.876 -0.240 -1.014
C 2.5432 1.6111 2.0241 0.624 0.249 1.022
N 1.4561 2.3489 1.3605 1.583 0.391 -1.710
O 0.3338 1.5436 1.2023 -0.460 0.575 0.140
C 2.7380 0.2897 1.2405 -0.511 1.264 -0.596
C 2.2464 1.2010 3.4971 -0.700 0.481 0.001
C 0.4140 4.4115 0.3010 -0.540 -1.728 -0.321
H 1.3061 3.7371 3.6146 0.130 0.249 -0.094
H -0.3077 3.7147 3.0439 -0.210 -0.126 -0.512
H 0.5900 5.2128 2.9666 -0.025 0.121 0.047
H 3.0534 4.1947 0.3052 -0.401 0.308 -0.431
H 2.4677 5.5644 1.3167 0.274 0.022 -0.004
H 3.4609 4.0768 3.2909 -0.299 0.597 0.169
H 4.7112 4.5096 2.2011 0.003 -0.170 -0.535
H 4.5716 2.0258 2.7385 -0.272 -0.046 0.469
H 4.4516 2.4127 1.1270 -0.483 -0.627 -0.714
H 2.7059 0.6418 0.2095 0.789 -0.311 -0.368
H 3.6527 -0.2285 1.5285 -0.116 -0.033 -0.152
H 1.8419 -0.3305 1.2648 0.183 -0.272 0.663
H 2.0969 2.0404 4.1762 0.351 0.174 -0.049
H 1.2970 0.6689 3.5568 -0.018 -0.375 -0.092
H 3.0270 0.5693 3.9210 0.018 -0.062 -0.207
H 0.3782 5.4817 0.0972 0.308 0.131 0.957
H -0.6029 4.0377 0.4205 -0.222 0.157 -0.132
H 0.7758 4.0006 -0.6415 0.116 -0.265 -0.049
H -0.0194 1.4846 2.0931 -0.868 -0.547 0.304
C 0.0942 -5.1571 1.8268 -0.881 -0.886 0.042
C 0.6126 -3.7507 1.8152 0.937 2.033 1.701
C 2.1527 -3.7337 1.8038 0.253 -1.232 -0.797
C 2.7651 -4.2591 0.5290 -0.293 0.197 -1.833
C 2.1638 -3.4740 -0.6477 0.596 0.751 0.503
C 0.6350 -3.3353 -0.6347 -0.733 -1.777 -0.930
N 0.1053 -2.9233 0.6931 2.336 0.085 0.959
O -1.2838 -2.8604 0.8232 -0.673 -1.100 -1.887
C 0.2027 -2.2996 -1.6454 -0.305 0.123 0.297
C 0.0466 -4.7122 -1.1602 -0.273 0.674 -0.088
C 0.3307 -2.9894 3.1908 -0.410 -0.126 -0.794
H -0.1078 -5.5872 2.8078 0.617 0.245 0.346
H 0.7740 -5.8158 1.2863 -0.255 -0.157 0.020
H -0.9066 -5.2097 1.3981 0.121 0.098 -0.392
H 2.5325 -2.7201 1.9327 -0.074 -0.035 0.499
H 2.4551 -4.4557 2.5623 0.149 0.587 0.624
H 2.6295 -5.3173 0.3052 -0.452 -0.238 0.510
H 3.8491 -4.1713 0.4560 0.124 0.351 0.421
H 2.5259 -3.8701 -1.5965 -0.502 -0.380 -0.191
H 2.6172 -2.4830 -0.6656 -0.091 0.441 0.377
H 0.4687 -1.3129 -1.2662 -0.005 0.339 0.117
H 0.6810 -2.4114 -2.6185 -0.051 -0.155 0.012
H -0.8778 -2.4031 -1.7446 -0.132 0.319 -0.281
H -0.9750 -4.7736 -0.7853 0.084 -0.472 0.136
H -0.0548 -4.7307 -2.2453 0.136 0.429 -0.198
H 0.6551 -5.5951 -0.9641 -0.187 0.104 0.594
H 1.1236 -3.1930 3.9105 -0.225 -0.627 0.103
H -0.6596 -3.2179 3.5846 0.086 -0.136 0.140
H 0.3755 -1.9027 3.1184 -0.147 0.098 -0.656
H -1.4873 -2.0976 1.3695 -0.122 1.183 1.186
C -4.0761 1.3911 -3.6596 0.522 -0.649 -0.191
C -3.2084 0.2319 -3.0153 -0.394 1.380 -0.512
C -2.8791 -0.8197 -4.0789 -2.010 -0.279 -0.630
C -1.9624 -0.4020 -5.1895 1.784 -0.131 1.421
C -0.7029 0.1745 -4.5107 1.684 0.677 -1.687
C -0.7697 1.2354 -3.3782 -2.631 -0.207 -2.414
N -1.9094 0.7714 -2.5113 2.005 -1.612 -0.299
O -1.9603 1.5493 -1.3590 -0.833 0.397 0.011
C 0.5347 1.3110 -2.6540 0.119 0.769 0.529
C -1.0684 2.6230 -4.1086 -1.099 -0.297 1.033
C -4.0076 -0.3080 -1.8253 0.655 -0.950 -0.206
H -4.0003 2.2319 -2.9701 -0.308 0.322 -0.317
H -5.1202 1.1660 -3.8772 -0.159 -0.411 0.835
H -3.7587 1.6433 -4.6714 0.599 0.280 0.244
H -2.5905 -1.7903 -3.6755 0.502 0.231 0.411
H -3.7896 -1.0700 -4.6233 -0.729 0.004 0.471
H -2.2845 0.2783 -5.9780 -0.691 0.178 0.476
H -1.7119 -1.3244 -5.7136 0.320 0.069 -0.131
H -0.2164 0.6804 -5.3447 0.359 0.422 -0.039
H 0.0985 -0.5303 -4.2888 -0.581 -0.727 0.490
H 1.2194 1.9241 -3.2401 0.254 -0.466 -0.322
H 0.4284 1.9258 -1.7603 -0.076 -0.348 0.375
H 0.9431 0.3268 -2.4242 0.083 0.219 0.016
H -0.3056 2.9479 -4.8161 0.172 -0.122 0.350
H -2.0291 2.6446 -4.6231 0.206 -0.689 -0.464
H -1.3098 3.4054 -3.3891 0.802 0.334 0.379
H -3.4597 -1.0881 -1.2967 0.656 0.097 0.287
H -4.8356 -0.9251 -2.1741 -0.519 0.679 -0.161
H -4.2665 0.4603 -1.0967 -0.296 -0.109 -0.248
H -2.3509 2.3668 -1.6763 -0.177 0.829 0.645
```
Forces are in eV/Å.

Output
DFT total energy   -88371.18336 eV
HOMO   -7.103 eV
Strongest force on any atom   3.577 eV Å⁻¹
LUMO energy   0.4 eV
Gap between HOMO and LUMO   7.5 eV
Net charge   0



# 2
Formula: C29H62F5NO7
Source: OMol25
Level of theory: the ωB97M-V functional and the def2-TZVPD basis

XYZ file:
```
104
Properties=species:S:1:pos:R:3:forces:R:3
C 0.5665 3.7089 3.0533 0.899 -0.902 -0.049
C 1.2965 3.9243 1.6187 -1.630 0.106 0.257
C 0.1981 3.6955 0.4458 0.134 2.173 0.826
C 0.3590 4.7974 -0.6984 0.527 -0.040 -1.031
N 0.1301 2.2894 -0.0118 0.873 0.204 -0.142
C -1.1830 1.8907 -0.5753 -0.517 -1.566 0.348
C -1.3082 0.2877 -0.3279 0.463 0.971 -0.029
C -2.8173 -0.2139 -0.1798 1.151 -0.664 0.154
C -3.1644 -0.6446 1.3121 -0.680 -0.315 -1.167
F -4.5040 -1.1052 1.2971 2.063 0.702 0.331
F -2.3697 -1.7166 1.7766 -1.307 2.083 -0.726
C -3.1008 0.5578 2.3673 -0.582 -0.209 1.813
F -1.7816 0.7892 2.7857 -2.963 -0.051 -1.101
F -3.8466 0.1801 3.5039 1.698 0.871 -2.135
F -3.7174 1.7252 1.8873 1.775 -2.339 0.805
C 1.2623 1.8573 -0.8046 1.263 0.036 -2.912
O 1.5856 2.2259 -1.9380 -1.432 -0.668 3.100
O 2.0736 0.8116 -0.2113 -3.223 1.861 1.314
O 2.7044 0.0839 -1.1715 1.340 -1.622 -1.302
C 1.8388 -0.9304 -1.7338 -0.906 0.244 -1.389
C 2.7188 -1.9151 -2.6217 -0.495 -0.465 -1.445
C 2.2166 -1.8099 -4.1643 -0.459 -0.733 0.424
C 2.6061 -3.4576 -2.2271 1.315 -0.251 0.403
C 2.4981 -3.7493 -0.6575 -0.934 -1.999 -0.630
C 3.4213 -5.0306 -0.2877 -0.040 0.886 0.253
C 0.9727 -4.2569 -0.4012 -0.317 1.340 -0.018
H 0.4889 4.6708 3.6514 0.203 -1.166 -0.797
H -0.4744 3.2702 2.9584 1.210 0.524 -0.032
H 1.1831 2.9332 3.6320 -0.970 1.254 -0.488
H 2.1583 3.2018 1.4826 -0.898 0.965 0.182
H 1.6085 5.0176 1.6025 -0.115 -1.693 -0.293
H -0.8050 3.9186 0.9581 1.349 -0.596 -0.875
H 0.1321 4.3590 -1.7310 0.167 0.616 1.478
H -0.3181 5.6978 -0.5639 0.701 -1.179 0.095
H 1.4299 5.2084 -0.7655 -1.457 -0.731 0.229
H -2.0035 2.3660 0.0562 1.241 -0.290 -0.891
H -1.3230 2.1572 -1.6799 0.182 -0.243 1.437
H -0.7832 -0.2203 -1.1928 -0.815 0.363 1.061
H -0.6756 0.0990 0.6104 -1.064 0.070 -1.335
H -2.9125 -1.1470 -0.8385 -0.311 1.313 1.136
H -3.5284 0.5990 -0.5187 0.634 -1.121 0.511
H 1.1346 -0.3819 -2.4627 0.819 -0.726 1.057
H 1.1636 -1.4379 -0.9760 1.242 0.519 -0.508
H 3.8259 -1.6537 -2.6601 -1.520 0.082 0.642
H 1.8366 -0.7779 -4.4349 0.743 -1.133 0.246
H 3.0073 -2.1752 -4.8957 -0.900 0.636 0.957
H 1.3362 -2.5406 -4.2743 1.116 1.169 0.057
H 3.5807 -3.9543 -2.5815 -1.350 0.749 0.312
H 1.7778 -4.0156 -2.7902 1.015 1.035 0.860
H 2.7418 -2.8468 -0.0095 -0.190 -1.164 -0.936
H 2.9210 -5.9833 -0.6827 0.826 1.365 0.629
H 3.5436 -5.0668 0.8497 -0.247 -0.254 -1.550
H 4.4601 -4.9355 -0.7398 -1.239 -0.114 0.552
H 0.2970 -3.8657 -1.2425 0.891 -0.491 1.146
H 0.8876 -5.3888 -0.4345 0.209 1.501 0.251
H 0.5363 -3.8097 0.5604 0.633 -1.055 -1.162
C 0.0595 7.9554 4.0536 -0.131 -0.204 0.174
C 1.3673 7.6059 3.3609 -0.312 0.626 -0.173
C 2.2490 8.8331 3.1909 0.306 -0.032 0.013
O 1.0900 7.0392 2.0809 0.051 -0.108 0.012
H -0.5123 8.6797 3.4648 0.132 0.062 0.023
H -0.5685 7.0669 4.1590 0.092 0.033 0.037
H 0.2385 8.3767 5.0458 -0.042 0.000 -0.059
H 1.9000 6.8484 3.9421 -0.043 -0.088 -0.213
H 1.7522 9.5874 2.5725 -0.095 -0.026 0.113
H 3.1796 8.5694 2.6822 -0.053 -0.027 0.095
H 2.4935 9.2805 4.1574 -0.017 0.013 -0.071
H 0.6188 7.7003 1.5579 0.069 -0.076 0.073
C -1.2396 -7.5736 0.1590 0.023 0.263 -0.043
C -1.2896 -8.1191 -1.2593 0.045 -0.504 0.601
C -2.2014 -9.3327 -1.3545 -0.161 -0.047 -0.281
O 0.0266 -8.4806 -1.6759 0.123 0.184 -0.291
H -0.8449 -8.3235 0.8525 -0.121 -0.077 -0.060
H -0.5739 -6.7108 0.2152 -0.180 -0.030 0.027
H -2.2323 -7.2711 0.5010 0.086 0.002 0.050
H -1.6428 -7.3402 -1.9401 0.217 -0.064 -0.062
H -1.8398 -10.1433 -0.7138 -0.018 0.118 0.094
H -2.2189 -9.7205 -2.3763 -0.031 0.086 0.051
H -3.2231 -9.0831 -1.0577 0.051 -0.052 0.006
H 0.3480 -9.1690 -1.0802 -0.081 0.102 -0.055
C -1.1791 6.4809 -5.5422 0.028 0.287 0.093
C -0.4866 5.3657 -4.7745 -0.442 -0.210 -0.507
C -0.0906 4.2225 -5.6955 0.259 -0.178 0.066
O -1.3594 4.8756 -3.7581 0.056 0.018 0.321
H -2.0984 6.1179 -6.0131 0.108 -0.087 -0.055
H -1.4679 7.2900 -4.8664 0.094 -0.047 -0.034
H -0.5278 6.8895 -6.3186 -0.068 -0.018 0.016
H 0.4024 5.7602 -4.2757 -0.148 -0.097 0.165
H -0.9726 3.7819 -6.1717 -0.013 0.152 -0.044
H 0.3957 3.4244 -5.1287 0.030 0.119 -0.007
H 0.5935 4.5634 -6.4766 -0.056 -0.047 0.014
H -2.1494 4.5242 -4.1878 0.129 0.068 0.002
C -0.4503 -3.6575 4.3710 0.032 0.277 -0.105
C -1.3717 -4.6197 3.6380 0.382 -0.253 0.511
C -2.0581 -5.5728 4.6041 -0.272 -0.093 -0.051
O -0.6167 -5.3695 2.6872 -0.110 0.037 -0.304
H 0.3403 -4.2005 4.8991 -0.124 -0.060 0.053
H 0.0444 -2.9865 3.6641 -0.111 -0.012 0.029
H -1.0037 -3.0555 5.0958 0.062 -0.023 -0.018
H -2.1245 -4.0553 3.0815 0.142 -0.125 -0.135
H -1.3227 -6.1813 5.1401 0.039 0.138 0.032
H -2.7082 -6.2651 4.0631 0.005 0.108 0.014
H -2.6595 -5.0279 5.3359 0.042 -0.059 -0.011
H 0.0526 -5.8729 3.1678 -0.095 0.093 -0.030
```
Forces are in eV/Å.

Output
DFT total energy   -60482.72438 eV
HOMO   -9.073 eV
Strongest force on any atom   3.947 eV Å⁻¹
LUMO energy   0.6 eV
SMILES string   CC[C@@H](C)N(CCCC(F)(F)C(F)(F)F)C(=O)OOC[C@H](C)CC(C)C.CC(C)O.CC(C)O.CC(C)O.CC(C)O
Gap between HOMO and LUMO   9.7 eV
Net charge   0